1.
This record from the OMol25 dataset describes a 5-piece molecular cluster, C43H61BBrF5N3O3 overall. The level of theory is ωB97M-V with the def2-TZVPD basis set.

Highest occupied orbital energy = -10.7 eV
Total charge = +1
E_tot = -140494.577 eV
Orbital gap = 8.7 eV
Maximum force = 0.471 eV Å⁻¹

The geometry in XYZ format:
```
117
C43H61BBrF5N3O3 (ωB97M-V with the def2-TZVPD basis set)
C -0.42315 1.87436 4.57928
C -1.77141 1.30586 4.11996
C -1.93231 1.31082 2.61574
O -0.89891 0.54213 1.98067
C -1.37541 -0.61292 1.31821
C -0.18334 -1.57734 1.20666
Br 0.21184 -2.17698 3.02227
N 0.96403 -0.68230 0.78749
C 2.19007 -1.25146 0.13117
C 3.15705 -1.97258 1.08252
F 3.20813 -1.18131 2.23930
C 2.94850 -3.45100 1.41348
C 4.04518 -4.34067 0.82393
C 1.78797 -2.04362 -1.10591
C 0.38113 -2.73620 -1.10794
C 0.61146 -4.18447 -1.57998
N -0.53182 -5.05239 -1.41909
C -0.30403 -6.42981 -1.85450
B -0.36775 -1.78300 -2.15967
O -0.63912 -0.52885 -1.64621
N -0.62945 -2.01346 -3.57554
C -1.73224 -2.93086 -3.86995
C 0.52236 -2.13570 -4.47514
C -0.43196 -2.77020 0.21695
O -1.80448 -2.74050 -0.14239
C -2.68569 -3.82911 0.19604
C -2.84404 -4.21493 1.66972
C -1.98690 -5.40699 2.11306
H 0.34700 1.10289 4.65974
H -0.04976 2.60772 3.85065
H -0.52863 2.39098 5.53408
H -1.87984 0.27743 4.48783
H -2.58634 1.89985 4.54653
H -1.85037 2.34189 2.24686
H -2.90957 0.93106 2.30000
H -1.71787 -0.34825 0.31773
H -2.19973 -1.07885 1.85355
H 0.55442 -0.01128 0.12723
H 1.22802 -0.13813 1.61491
H 2.73325 -0.35833 -0.19943
H 4.13629 -1.87173 0.59662
H 1.95941 -3.79961 1.10791
H 2.97559 -3.53093 2.50338
H 4.11059 -4.26086 -0.26587
H 3.87142 -5.38696 1.08508
H 5.01852 -4.06042 1.24201
H 2.57234 -2.78462 -1.31016
H 1.84306 -1.33600 -1.94487
H 1.43799 -4.61730 -0.99202
H 0.96458 -4.15698 -2.62422
H -1.34886 -4.66025 -1.86354
H -1.13653 -6.78029 -2.47167
H 0.61455 -6.51313 -2.44918
H -0.21550 -7.11117 -1.00166
H -1.05324 0.00553 -2.33282
H -2.35220 -2.54634 -4.68814
H -2.38649 -3.01988 -2.99396
H -1.38158 -3.93500 -4.15153
H 0.25214 -2.75566 -5.33532
H 1.40351 -2.59896 -4.00972
H 0.83013 -1.15616 -4.85950
H -0.21405 -3.71029 0.73189
H -3.64229 -3.48696 -0.21041
H -2.38840 -4.72827 -0.35488
H -2.69776 -3.35344 2.32445
H -3.89472 -4.50507 1.79850
H -2.16179 -6.25668 1.44213
H -0.91747 -5.19536 2.11447
H -2.27179 -5.73088 3.11685
F 3.92524 2.87233 -5.84523
C 3.34080 2.40707 -4.73171
C 4.07835 2.36511 -3.56478
C 3.46930 1.89240 -2.41224
C 2.14879 1.46484 -2.44724
C 1.43240 1.51261 -3.63588
C 2.02441 1.99153 -4.79422
H 5.10651 2.69991 -3.56674
H 4.03024 1.86812 -1.48638
H 1.66988 1.10147 -1.54616
H 0.40338 1.17890 -3.66498
H 1.48642 2.04780 -5.73036
F 7.52322 5.89539 -0.38599
C 7.25997 6.21499 -1.67011
C 6.57676 5.30428 -2.45001
C 6.30392 5.63554 -3.76967
C 6.71816 6.85463 -4.28751
C 7.40570 7.74917 -3.47859
C 7.68228 7.43566 -2.15524
H 6.27148 4.35863 -2.02198
H 5.76583 4.93783 -4.39879
H 6.50554 7.10681 -5.31721
H 7.73179 8.69993 -3.87828
H 8.21403 8.11761 -1.50639
F -3.75133 4.33413 3.44106
C -3.66148 4.72392 4.73708
C -2.41188 4.78299 5.31782
C -2.31708 5.16692 6.64802
C -3.46135 5.48644 7.36580
C -4.70493 5.41945 6.75181
C -4.81702 5.03377 5.42306
H -1.53912 4.53113 4.73101
H -1.34565 5.21949 7.12146
H -3.38453 5.78836 8.40113
H -5.59786 5.66764 7.30949
H -5.77459 4.97607 4.92422
F -7.73952 -1.52299 -0.92827
C -6.73653 -0.65859 -0.69468
C -5.46397 -0.99342 -1.11404
C -4.43551 -0.09575 -0.86643
C -4.68508 1.10568 -0.21522
C -5.97605 1.41371 0.19363
C -7.01645 0.52768 -0.04565
H -5.29577 -1.93402 -1.62126
H -3.42880 -0.33851 -1.18600
H -3.87589 1.80117 -0.03209
H -6.17687 2.34753 0.70140
H -8.03089 0.74484 0.25870
```

---

2.
This record from the OMol25 dataset describes C43H61BrCdFO3P3SSi as an isolated structure in a non-equilibrium geometry. The level of theory is ωB97M-V with the def2-TZVPD basis set.

Highest occupied orbital energy (alpha / beta) = -1.7 / -1.7 eV
Total charge = -2
E_tot = -175628.793 eV
Orbital gap (alpha / beta) = 5.9 / 5.9 eV
Maximum force = 2.203 eV Å⁻¹

The geometry in XYZ format:
```
115
C43H61BrCdFO3P3SSi (ωB97M-V with the def2-TZVPD basis set)
Cd 0.84184 -0.65178 -0.31988
C -2.32158 -4.02339 1.19756
C -2.36569 -4.01088 -0.32706
C -3.66567 -4.69505 -0.84447
P -1.73592 -2.34063 -0.85148
C -2.16417 -2.31134 -2.67178
C -1.79803 -3.57230 -3.48118
C -3.57577 -1.71405 -2.99390
C -2.86475 -1.15934 -0.08229
C -4.20071 -1.57056 0.11794
C -5.17309 -0.66343 0.52976
C -4.82574 0.67287 0.69183
C -3.53794 1.12029 0.40290
C -2.48007 0.23218 0.09472
Si -0.75097 1.03040 0.22877
C -0.69233 2.01696 1.83279
C -1.24714 3.32238 1.87403
C -1.27781 4.09085 3.06342
C -0.78941 3.53061 4.25467
C -0.31460 2.19920 4.23674
C -0.23333 1.45922 3.04768
P 0.49316 -0.20984 3.11568
C 2.08794 -0.02073 4.17498
C 2.87015 1.23716 3.81747
C 2.97418 -1.24552 3.93607
C -0.62884 -1.00374 4.43376
C -0.31390 -2.46024 4.72372
C -2.07967 -0.85916 4.05313
C -0.51861 2.20965 -1.24404
C -1.66918 2.47996 -1.99095
C -1.77158 3.63014 -2.81192
C -0.67063 4.47120 -2.97338
C 0.50677 4.20174 -2.25082
C 0.64959 3.00958 -1.52880
P 2.30139 2.61968 -0.87275
C 2.78407 4.31663 -0.12614
C 1.68521 4.87951 0.78976
C 4.12581 4.11695 0.59497
C 3.47618 2.69270 -2.35780
C 3.15408 3.55715 -3.59327
C 3.61601 1.21958 -2.78164
H -2.23901 -5.07957 1.52671
H -3.24203 -3.59162 1.58581
H -1.47438 -3.47147 1.63366
H -1.52275 -4.64065 -0.61235
H -4.32947 -4.76238 0.02988
H -3.46344 -5.73693 -1.11547
H -4.17171 -4.17391 -1.67235
H -1.40232 -1.56711 -2.96664
H -2.63637 -4.28371 -3.57033
H -0.96610 -4.10934 -3.03632
H -1.53366 -3.23390 -4.51437
H -4.35649 -2.29017 -2.50522
H -3.72730 -1.90102 -4.05690
H -3.67205 -0.62353 -2.77909
H -4.45734 -2.63858 -0.11740
H -6.13645 -1.05536 0.84474
H -5.58386 1.41022 0.96681
H -3.34826 2.19226 0.46319
H -1.66737 3.75741 0.93464
H -1.67506 5.09775 3.06529
H -0.88417 4.05782 5.21454
H 0.06033 1.69742 5.14264
H 1.74707 0.02858 5.24424
H 3.03455 1.26060 2.72006
H 3.88251 1.21772 4.25267
H 2.38930 2.17422 4.09953
H 3.12389 -1.37564 2.85971
H 2.58509 -2.17604 4.32671
H 3.97512 -1.07365 4.37738
H -0.47128 -0.38803 5.34327
H -0.04570 -2.99133 3.80187
H -1.18953 -2.94462 5.16849
H 0.53409 -2.58474 5.41086
H -2.25081 -1.42879 3.13847
H -2.43578 0.17536 3.86126
H -2.71579 -1.29530 4.84026
H -2.53424 1.81795 -1.90962
H -2.67139 3.80784 -3.40217
H -0.78477 5.41704 -3.54679
H 1.34233 4.90542 -2.30252
H 3.00131 5.03336 -0.96051
H 1.49353 4.15581 1.62687
H 0.75559 5.08558 0.24415
H 2.05615 5.81608 1.22357
H 4.26978 3.10220 0.96566
H 4.13683 4.80912 1.46236
H 4.97015 4.37917 -0.05567
H 4.42659 3.02927 -1.89930
H 2.26734 3.17066 -4.11224
H 3.99180 3.44930 -4.26944
H 2.92087 4.60840 -3.37549
H 2.65126 0.79499 -3.11888
H 3.93388 0.57201 -1.97197
H 4.32521 1.16518 -3.59861
Br 3.50084 -0.37648 0.43988
C 0.89746 -0.88058 -5.94562
S 0.30345 0.18300 -4.55803
O -1.15360 0.21345 -4.62895
O 0.89814 1.49398 -4.79022
O 0.86290 -0.49809 -3.34221
H 1.77258 -0.41754 -6.38203
H 0.09055 -0.95161 -6.67606
H 1.17508 -1.85780 -5.61081
F 2.64152 -6.72854 0.09999
C 2.44828 -5.38049 0.02891
C 1.76842 -4.79160 1.08861
C 1.29645 -3.49668 0.93673
C 1.62220 -2.76825 -0.20094
C 2.44443 -3.34284 -1.15515
C 2.86550 -4.66811 -1.07316
H 1.52070 -5.39569 1.95464
H 0.62692 -3.05981 1.68547
H 2.75376 -2.76527 -2.01174
H 3.47945 -5.08694 -1.87384
```

---

Question: Which of these has the highest total charge?
Answer: C43H61BBrF5N3O3